C5H5FO in the gas phase, computed with ωB97M-V/def2-TZVPD.

```
12
Properties=species:S:1:pos:R:3:forces:R:3
C 1.7588 0.4686 -0.0265 -0.1 1.3 0.0
C 0.4672 0.1369 -0.0505 1.1 1.1 0.4
C -0.7176 1.0789 0.0198 -0.5 -0.4 -0.8
C -1.3897 -1.1299 0.0140 2.2 1.4 -0.4
C -0.0283 -1.2125 -0.0324 -2.0 -0.2 0.2
H 2.2321 1.4823 -0.0039 -0.7 -1.0 0.0
H -0.7754 1.7938 -0.8229 0.0 -0.5 0.2
H -0.8495 1.6855 0.9155 0.3 -0.3 0.3
H -2.1294 -1.8863 0.0498 -0.6 -0.5 0.0
H 0.6029 -2.0830 -0.0167 -0.2 -0.1 0.0
O -1.8583 0.1671 -0.0480 0.1 -0.4 0.2
F 2.6873 -0.5015 0.0019 0.4 -0.3 -0.1
```
Forces are in eV/Å.

Computed properties:
Electronic energy: -10029.2294 eV
E_HOMO: -7.93 eV
HOMO-LUMO gap: 8.91 eV
Relative energy (zero: lowest compared OMol25 entry of this formula, charge and spin): 81.7 kJ/mol
SMILES string: F/C=C1\C=COC1
Charge: 0